Entry 1:
# C3H10NO

2 unconnected molecules or ions with the total composition C3H10NO in a non-equilibrium geometry (wB97M-V/def2-TZVPD, the Open Molecules 2025 dataset).

* ΔE to the lowest compared entry with this formula, charge and spin: 15.58 kcal per mole
* gap between HOMO and LUMO: 9.3 eV
* E: -6803.6351 eV
* charge: +1
* multiplicity: 1

The geometry in XYZ format:
```
15
Properties=species:S:1:pos:R:3:mulliken_charge:R:1
N 0.709 1.761 -1.330 -0.43
H 0.792 1.449 -2.298 0.38
H -0.162 1.316 -0.875 0.33
H 1.520 1.476 -0.790 0.35
H 0.564 2.770 -1.374 0.41
C -1.091 -1.124 1.741 -1.00
C -0.550 -0.720 0.601 1.11
O -1.257 0.232 -0.180 -0.63
C 0.740 -1.207 0.027 -1.35
H -0.607 -1.815 2.414 0.27
H -2.073 -0.774 2.039 0.25
H -1.832 0.704 0.433 0.31
H 0.928 -2.254 0.247 0.37
H 0.704 -1.143 -1.064 0.37
H 1.614 -0.670 0.411 0.26
```


Entry 2:
# C3H10NO

2 unconnected molecules or ions with the total composition C3H10NO in a non-equilibrium geometry (wB97M-V/def2-TZVPD, the Open Molecules 2025 dataset).

* ΔE to the lowest compared entry with this formula, charge and spin: 49.14 kcal per mole
* gap between HOMO and LUMO: 9.3 eV
* E: -6802.1797 eV
* charge: +1
* multiplicity: 1

The geometry in XYZ format:
```
15
Properties=species:S:1:pos:R:3:mulliken_charge:R:1
C -1.380 -0.846 -0.333 -0.98
C 2.461 0.301 -0.441 -0.58
C -1.873 0.243 0.465 0.27
N -1.200 1.349 0.528 -0.20
O 1.285 -0.442 -0.352 -0.53
H -0.384 -1.047 -0.090 0.35
H -1.939 -1.738 -0.380 0.39
H -1.187 -0.487 -1.419 0.33
H 3.426 -0.093 0.136 0.26
H 2.315 1.339 0.137 0.19
H 2.833 0.539 -1.520 0.30
H -2.619 -0.009 1.246 0.35
H -1.680 2.069 1.063 0.29
H -0.484 1.617 -0.127 0.26
H 1.408 -1.409 -0.754 0.32
```


Please write out number 1 again, unchanged.
# C3H10NO

2 unconnected molecules or ions with the total composition C3H10NO in a non-equilibrium geometry (wB97M-V/def2-TZVPD, the Open Molecules 2025 dataset).

* ΔE to the lowest compared entry with this formula, charge and spin: 15.58 kcal per mole
* gap between HOMO and LUMO: 9.3 eV
* E: -6803.6351 eV
* charge: +1
* multiplicity: 1

The geometry in XYZ format:
```
15
Properties=species:S:1:pos:R:3:mulliken_charge:R:1
N 0.709 1.761 -1.330 -0.43
H 0.792 1.449 -2.298 0.38
H -0.162 1.316 -0.875 0.33
H 1.520 1.476 -0.790 0.35
H 0.564 2.770 -1.374 0.41
C -1.091 -1.124 1.741 -1.00
C -0.550 -0.720 0.601 1.11
O -1.257 0.232 -0.180 -0.63
C 0.740 -1.207 0.027 -1.35
H -0.607 -1.815 2.414 0.27
H -2.073 -0.774 2.039 0.25
H -1.832 0.704 0.433 0.31
H 0.928 -2.254 0.247 0.37
H 0.704 -1.143 -1.064 0.37
H 1.614 -0.670 0.411 0.26
```


gap between HOMO and LUMO of number 2 (C3H10NO)? 9.3 eV


Number 1 is which compound? C3H10NO